84
Properties=species:S:1:pos:R:3:lowdin_charge:R:1 method="wB97M-V/def2-TZVPD" gap_ev=7.742 e_lumo_ev=-2.97 charge=+1 spin_multiplicity=1 e_tot_ha=-2047.9488 homo_ev=-10.713
C 0.480 2.679 -4.832 -0.10
C 0.058 2.055 -3.503 -0.29
C -0.903 0.874 -3.608 -0.63
I -1.723 0.513 -1.652 1.19
N -0.238 -0.379 -4.052 0.08
B 0.150 -1.398 -3.004 -0.90
O 1.332 -1.252 -2.327 0.18
O -0.643 -2.489 -2.894 0.18
C -0.029 -0.602 -5.335 -0.31
N -0.390 0.195 -6.372 0.19
C -0.001 -0.434 -7.453 -0.08
N 0.581 -1.601 -7.184 0.10
N 0.560 -1.727 -5.820 0.16
H 1.267 2.098 -5.320 0.06
H -0.355 2.746 -5.528 0.07
H 0.891 3.672 -4.657 0.08
H 0.927 1.733 -2.924 0.11
H -0.459 2.813 -2.913 0.09
H -1.767 1.064 -4.242 0.06
H 2.010 -0.867 -2.891 0.11
H -0.637 -2.877 -2.010 0.13
H -0.119 -0.079 -8.465 0.15
H 0.977 -2.300 -7.791 0.18
H 0.920 -2.547 -5.357 0.19
C -0.637 -1.541 1.860 -0.02
C -2.060 -1.061 2.001 -0.50
O -2.502 -0.182 1.290 -0.05
C -2.896 -1.716 3.064 -0.01
H -0.142 -0.981 1.068 0.06
H -0.094 -1.397 2.797 0.09
H -0.616 -2.605 1.615 0.09
H -2.441 -1.568 4.045 0.10
H -2.970 -2.788 2.871 0.09
H -3.892 -1.282 3.065 0.07
C -4.110 -0.755 -5.697 -0.01
C -4.698 0.509 -5.114 -0.49
O -3.998 1.364 -4.619 0.05
C -6.195 0.649 -5.176 -0.01
H -3.027 -0.738 -5.593 0.05
H -4.512 -1.628 -5.180 0.09
H -4.374 -0.838 -6.753 0.09
H -6.669 -0.177 -4.643 0.09
H -6.532 0.615 -6.214 0.09
H -6.495 1.592 -4.727 0.09
C 4.161 -1.805 -0.750 -0.03
C 5.521 -2.302 -0.307 -0.50
O 5.626 -3.216 0.472 0.08
C 6.725 -1.600 -0.887 -0.02
H 3.386 -2.389 -0.261 0.08
H 4.040 -0.752 -0.488 0.08
H 4.061 -1.908 -1.833 0.07
H 6.701 -0.539 -0.630 0.09
H 6.722 -1.683 -1.975 0.08
H 7.633 -2.047 -0.493 0.08
C 0.363 1.893 3.095 -0.02
C 1.626 1.174 3.501 -0.50
O 1.631 0.362 4.397 0.06
C 2.880 1.514 2.734 -0.02
H -0.461 1.561 3.723 0.08
H 0.480 2.972 3.200 0.09
H 0.136 1.658 2.054 0.08
H 3.107 2.576 2.843 0.09
H 2.736 1.300 1.672 0.08
H 3.713 0.930 3.117 0.08
C 4.377 0.690 6.310 -0.03
C 5.223 1.855 5.864 -0.51
O 4.727 2.871 5.432 0.06
C 6.720 1.689 5.967 -0.02
H 3.326 0.931 6.187 0.06
H 4.610 -0.189 5.706 0.09
H 4.579 0.444 7.354 0.09
H 7.043 0.833 5.371 0.08
H 7.005 1.500 7.004 0.09
H 7.217 2.589 5.613 0.08
C -5.650 1.153 6.407 -0.02
C -5.526 -0.232 5.822 -0.51
O -4.686 -1.013 6.205 0.06
C -6.501 -0.599 4.728 -0.03
H -4.897 1.291 7.179 0.08
H -5.514 1.904 5.627 0.09
H -6.642 1.290 6.839 0.09
H -6.392 0.082 3.882 0.08
H -7.526 -0.527 5.095 0.09
H -6.306 -1.619 4.402 0.08

102
Properties=species:S:1:pos:R:3:lowdin_charge:R:1 method="wB97M-V/def2-TZVPD" gap_ev="9.149 / 4.902" e_lumo_ev="-6.41 / -10.94" charge=+3 spin_multiplicity=5 e_tot_ha=-9826.2348 relative_energy_kcal_mol=0.0 homo_ev="-15.554 / -15.846" s_squared=6.03
Pt 0.160 -0.047 -0.296 1.08
C -1.327 1.014 -3.440 -0.03
C -0.340 1.905 -2.776 -0.32
C 0.147 3.120 -3.249 0.05
C 1.091 3.543 -2.329 -0.25
C 1.932 4.767 -2.346 0.01
N 1.155 2.616 -1.351 0.02
N 0.278 1.609 -1.624 -0.08
B 2.071 2.530 -0.142 -0.52
N 1.143 2.494 1.143 0.07
N 0.255 1.430 1.321 0.02
C -0.400 1.614 2.456 -0.32
C -1.401 0.668 2.992 -0.02
C 0.030 2.821 3.019 0.16
C 1.039 3.353 2.113 -0.23
C 1.790 4.617 2.248 0.04
N 2.908 1.257 -0.148 0.03
N 2.344 0.039 -0.379 -0.05
C 3.331 -0.848 -0.514 -0.31
C 3.092 -2.271 -0.871 -0.02
C 4.554 -0.199 -0.361 0.05
C 4.252 1.131 -0.135 -0.24
C 5.176 2.281 0.052 0.00
H -1.806 1.546 -4.260 0.10
H -0.833 0.138 -3.862 0.09
H -2.103 0.693 -2.750 0.02
H -0.140 3.618 -4.156 0.13
H 1.762 5.307 -3.274 0.10
H 1.684 5.433 -1.520 0.09
H 2.991 4.524 -2.282 0.09
H 2.754 3.492 -0.049 0.12
H -1.669 -0.068 2.241 0.02
H -1.001 0.155 3.867 0.10
H -2.303 1.202 3.289 0.11
H -0.297 3.285 3.933 0.15
H 1.600 5.085 3.209 0.11
H 2.858 4.446 2.123 0.10
H 1.489 5.306 1.457 0.11
H 2.057 -2.408 -1.185 0.04
H 3.731 -2.553 -1.706 0.10
H 3.321 -2.942 -0.042 0.08
H 5.533 -0.634 -0.439 0.13
H 6.203 1.923 0.040 0.10
H 5.063 3.013 -0.746 0.09
H 5.006 2.783 1.003 0.09
Br -3.174 1.071 -0.084 0.69
C -3.440 2.964 0.231 -0.95
Br -1.793 3.931 0.456 0.76
H -4.026 3.067 1.137 0.01
H -3.953 3.366 -0.636 0.02
C 0.278 -3.772 -0.138 -0.38
C -0.439 -5.053 0.287 -0.36
As 0.554 -6.639 -0.274 1.51
C 0.802 -6.594 -2.156 -0.40
C 2.070 -6.432 -2.718 -0.10
C 2.191 -6.385 -4.098 -0.05
C 1.066 -6.509 -4.902 -0.03
C -0.192 -6.679 -4.339 -0.05
C -0.331 -6.726 -2.962 -0.10
C 2.157 -6.830 0.696 -0.39
C 3.106 -7.763 0.262 -0.10
C 4.255 -7.958 1.008 -0.04
C 4.448 -7.244 2.184 -0.02
C 3.492 -6.338 2.630 -0.05
C 2.337 -6.133 1.897 -0.10
P -0.599 -2.245 0.457 0.93
C -2.269 -2.511 -0.200 -0.40
C -3.269 -3.277 0.405 -0.09
C -4.470 -3.496 -0.250 -0.04
C -4.679 -2.985 -1.524 -0.04
C -3.677 -2.261 -2.151 -0.05
C -2.483 -2.025 -1.489 -0.17
C -0.506 -2.489 2.257 -0.39
C -1.588 -2.553 3.130 -0.11
C -1.379 -2.740 4.490 -0.05
C -0.092 -2.847 4.993 -0.04
C 0.996 -2.751 4.134 -0.06
C 0.791 -2.574 2.776 -0.11
H 0.339 -3.714 -1.229 0.09
H 1.298 -3.753 0.253 0.04
H -1.415 -5.144 -0.189 0.07
H -0.581 -5.117 1.367 0.08
H 2.949 -6.341 -2.093 0.10
H 3.166 -6.263 -4.546 0.12
H 1.172 -6.483 -5.978 0.12
H -1.059 -6.795 -4.973 0.12
H -1.309 -6.886 -2.526 0.11
H 2.945 -8.339 -0.641 0.11
H 4.993 -8.676 0.682 0.13
H 5.344 -7.405 2.766 0.13
H 3.645 -5.807 3.559 0.12
H 1.585 -5.443 2.261 0.09
H -3.121 -3.723 1.377 0.10
H -5.244 -4.074 0.234 0.12
H -5.619 -3.160 -2.029 0.12
H -3.826 -1.876 -3.151 0.12
H -1.703 -1.463 -1.990 0.06
H -2.600 -2.425 2.774 0.10
H -2.228 -2.799 5.156 0.12
H 0.065 -2.994 6.052 0.12
H 2.002 -2.807 4.525 0.12
H 1.651 -2.481 2.123 0.10

119
Properties=species:S:1:pos:R:3:lowdin_charge:R:1 method="wB97M-V/def2-TZVPD" gap_ev="6.883 / 6.299" e_lumo_ev="-2.69 / -4.22" charge=+1 spin_multiplicity=3 e_tot_ha=-4258.8270 relative_energy_kcal_mol=70.2 homo_ev="-9.578 / -10.522" s_squared=2.05
W 0.195 0.185 0.428 1.94
N -1.827 -0.418 0.477 -0.41
S -2.953 -1.361 0.231 0.74
N -3.120 -2.056 -1.176 -0.40
S -1.686 -2.920 -1.662 0.99
N -1.162 -2.064 -2.920 -0.44
S -0.283 -0.748 -2.747 0.82
N 0.520 -0.542 -1.504 -0.37
C 0.757 -0.817 -4.229 -0.31
C 2.098 -0.482 -4.157 -0.06
C 2.850 -0.447 -5.322 -0.06
C 2.258 -0.753 -6.537 -0.06
C 0.919 -1.106 -6.598 -0.05
C 0.160 -1.132 -5.440 -0.06
C -1.340 0.635 -3.242 -0.31
C -2.716 0.534 -3.222 -0.06
C -3.472 1.622 -3.636 -0.06
C -2.849 2.787 -4.049 -0.07
C -1.466 2.885 -4.034 -0.06
C -0.705 1.802 -3.634 -0.07
C -0.195 -4.254 -1.608 -0.26
C -0.342 -5.224 -0.644 -0.09
C 0.626 -6.211 -0.541 -0.07
C 1.722 -6.196 -1.389 -0.08
C 1.870 -5.184 -2.322 -0.08
C 0.906 -4.189 -2.425 -0.09
C -2.603 -4.146 -2.630 -0.33
C -3.600 -4.905 -2.041 -0.07
C -4.255 -5.870 -2.787 -0.06
C -3.913 -6.082 -4.113 -0.07
C -2.910 -5.323 -4.694 -0.06
C -2.252 -4.362 -3.952 -0.07
C -3.075 -2.704 1.453 -0.31
C -4.209 -3.498 1.440 -0.09
C -4.299 -4.564 2.320 -0.06
C -3.246 -4.839 3.179 -0.07
C -2.122 -4.027 3.196 -0.06
C -2.042 -2.941 2.337 -0.06
C -4.537 -0.541 0.572 -0.31
C -4.694 -0.166 1.898 -0.08
C -5.842 0.494 2.294 -0.06
C -6.818 0.796 1.353 -0.07
C -6.645 0.438 0.026 -0.06
C -5.501 -0.242 -0.371 -0.05
H 2.523 -0.248 -3.191 0.10
H 3.895 -0.177 -5.284 0.11
H 2.843 -0.713 -7.443 0.11
H 0.467 -1.353 -7.547 0.11
H -0.888 -1.389 -5.455 0.11
H -3.172 -0.386 -2.885 0.08
H -4.549 1.555 -3.645 0.11
H -3.440 3.623 -4.390 0.11
H -0.981 3.798 -4.342 0.11
H 0.374 1.852 -3.607 0.11
H -1.206 -5.218 0.006 0.11
H 0.519 -6.992 0.195 0.11
H 2.465 -6.972 -1.309 0.11
H 2.727 -5.162 -2.979 0.11
H 1.011 -3.389 -3.143 0.09
H -3.866 -4.729 -1.010 0.09
H -5.038 -6.459 -2.334 0.11
H -4.422 -6.840 -4.692 0.11
H -2.638 -5.480 -5.726 0.11
H -1.467 -3.761 -4.382 0.09
H -5.009 -3.267 0.752 0.12
H -5.186 -5.180 2.339 0.11
H -3.302 -5.692 3.839 0.11
H -1.313 -4.242 3.877 0.11
H -1.195 -2.271 2.343 0.08
H -3.904 -0.395 2.597 0.12
H -5.978 0.773 3.327 0.11
H -7.720 1.304 1.660 0.11
H -7.406 0.688 -0.699 0.11
H -5.358 -0.547 -1.397 0.11
C 3.012 -3.243 0.205 -0.15
Si 3.363 -1.572 1.051 0.52
C 2.852 -1.745 2.893 -0.15
C 5.230 -1.154 1.036 -0.16
N 2.366 -0.349 0.354 -0.09
C 2.699 0.787 -0.279 -0.40
C 3.895 1.069 -0.974 -0.02
C 4.038 2.290 -1.598 -0.06
C 3.014 3.230 -1.574 -0.05
C 1.806 2.924 -0.947 -0.08
C 1.639 1.752 -0.230 -0.15
F -0.821 1.425 -0.781 -0.44
H 3.425 -4.061 0.780 0.04
H 3.421 -3.292 -0.799 0.03
H 1.939 -3.391 0.136 0.01
H 3.414 -2.550 3.358 0.04
H 1.794 -1.982 2.969 0.02
H 3.043 -0.840 3.464 0.02
H 5.738 -1.741 1.795 0.03
H 5.425 -0.106 1.246 0.03
H 5.694 -1.395 0.085 0.02
H 4.638 0.297 -1.097 0.10
H 4.946 2.508 -2.142 0.11
H 3.151 4.193 -2.044 0.11
H 0.999 3.648 -0.967 0.11
C -3.027 2.524 0.619 0.00
C -1.898 2.973 1.461 -0.34
N -0.728 2.369 1.583 0.04
C 0.030 3.181 2.393 -0.13
C -0.696 4.265 2.772 -0.07
N -1.918 4.116 2.178 0.11
H -2.927 1.448 0.462 0.03
H -2.962 3.004 -0.359 0.09
H -3.990 2.761 1.069 0.09
H 1.047 2.934 2.631 0.11
H -0.458 5.104 3.390 0.11
H -2.700 4.746 2.269 0.17
F 0.278 -1.759 0.753 -0.45
C 0.557 0.696 4.906 -0.02
O -0.332 0.114 3.937 -0.04
C -0.036 0.103 2.646 -0.38
O 1.088 0.605 2.306 -0.20
H 0.560 0.041 5.774 0.10
H 0.174 1.680 5.176 0.10
H 1.556 0.788 4.482 0.08

13
Properties=species:S:1:pos:R:3:lowdin_charge:R:1 method="wB97M-V/def2-TZVPD" smiles="CN1CCN=N1" gap_ev=9.935 e_lumo_ev=1.02 charge=0 spin_multiplicity=1 e_tot_ha=-282.6766 relative_energy_kcal_mol=61.3 homo_ev=-8.919
C 1.461 -0.936 -0.045 -0.18
C -0.088 -0.874 -0.260 -0.16
C -1.480 1.127 0.078 -0.10
N 1.868 0.396 0.094 -0.06
N 1.031 1.237 -0.031 0.07
N -0.255 0.570 -0.520 -0.18
H 1.617 -1.371 0.940 0.11
H 2.223 -1.307 -0.750 0.12
H -0.497 -1.503 -1.038 0.11
H -0.539 -1.179 0.609 0.06
H -1.460 0.657 0.995 0.03
H -1.431 2.240 0.288 0.10
H -2.450 0.943 -0.360 0.07

110
Properties=species:S:1:pos:R:3:lowdin_charge:R:1 method="wB97M-V/def2-TZVPD" smiles="CC[C@H](Cl)[C@](CC(C)C)(OC(=O)COCOCCO)[PH2]=O.CC(N)=O.CC(N)=O.CC(N)=O.CC(N)=O.CC(N)=O.CC(N)=O.CC(N)=O" gap_ev=9.086 e_lumo_ev=0.23 charge=0 spin_multiplicity=1 e_tot_ha=-3228.1847 homo_ev=-8.853
C -8.697 2.176 2.513 -0.14
C -7.480 2.810 3.407 -0.23
C -6.736 4.119 2.728 -0.58
Cl -7.897 5.406 2.066 0.57
C -5.535 3.685 1.648 -0.48
C -5.110 4.893 0.625 -0.18
C -3.876 4.543 -0.395 -0.35
C -2.479 5.375 -0.002 -0.11
C -4.258 5.076 -1.933 -0.12
O -5.791 2.383 1.017 -0.07
C -6.615 2.479 -0.190 -0.20
O -7.682 3.254 -0.388 -0.03
C -6.219 1.453 -1.449 -0.07
O -5.044 0.612 -1.165 -0.15
C -4.070 0.949 -2.215 -0.21
O -2.769 0.381 -1.832 -0.17
C -2.515 0.478 -0.386 -0.15
C -0.854 0.592 -0.230 -0.18
O -0.584 0.486 1.219 -0.14
P -3.970 3.394 2.774 0.87
O -4.087 1.849 3.219 -0.52
H -8.308 1.151 2.059 0.10
H -9.581 1.891 3.262 0.10
H -9.171 2.894 1.721 0.03
H -7.979 3.211 4.413 0.12
H -6.688 1.989 3.748 0.13
H -6.145 4.643 3.624 0.09
H -6.017 5.252 -0.062 0.10
H -4.816 5.856 1.267 0.13
H -3.691 3.393 -0.505 0.10
H -1.957 5.834 -0.957 0.09
H -1.742 4.550 0.410 0.06
H -2.640 6.152 0.860 0.08
H -5.416 5.040 -2.149 0.08
H -3.630 4.511 -2.766 0.09
H -3.907 6.215 -2.006 0.09
H -7.135 0.700 -1.575 0.16
H -6.150 2.046 -2.457 0.15
H -4.430 0.486 -3.254 0.16
H -3.945 2.104 -2.417 0.13
H -2.943 -0.507 0.102 0.16
H -2.936 1.448 0.126 0.11
H -0.336 -0.227 -0.885 0.11
H -0.598 1.692 -0.604 0.13
H -1.084 1.280 1.616 0.09
H -4.016 4.155 3.997 0.03
H -2.730 3.493 2.045 0.01
O 1.152 -1.602 -1.625 0.00
C 1.868 -2.594 -1.555 -0.58
N 1.906 -3.352 -0.425 0.16
C 2.746 -3.053 -2.684 -0.01
H 2.479 -4.176 -0.320 0.06
H 1.323 -3.062 0.350 0.11
H 3.458 -2.260 -2.927 0.09
H 2.123 -3.267 -3.556 0.08
H 3.304 -3.956 -2.422 0.06
O 4.424 -4.396 -0.273 -0.02
C 5.643 -4.429 -0.399 -0.56
N 6.240 -5.363 -1.188 0.17
C 6.565 -3.463 0.288 -0.01
H 7.239 -5.430 -1.323 0.05
H 5.640 -6.026 -1.662 0.11
H 6.433 -3.552 1.370 0.09
H 6.317 -2.446 -0.029 0.10
H 7.613 -3.659 0.046 0.03
O -12.497 2.046 1.712 0.02
C -12.301 1.943 0.507 -0.60
N -11.230 2.542 -0.082 0.16
C -13.204 1.165 -0.406 -0.02
H -11.027 2.486 -1.070 0.10
H -10.607 3.073 0.513 0.08
H -14.210 1.591 -0.362 0.09
H -13.231 0.123 -0.078 0.09
H -12.856 1.196 -1.443 0.07
O -4.862 -1.207 -6.125 0.01
C -3.754 -1.730 -6.090 -0.60
N -3.431 -2.742 -6.941 0.14
C -2.678 -1.309 -5.131 -0.01
H -2.533 -3.203 -6.951 0.10
H -4.140 -3.043 -7.597 0.11
H -3.039 -1.446 -4.108 0.08
H -2.442 -0.255 -5.299 0.09
H -1.766 -1.898 -5.261 0.07
O 8.985 -2.800 0.662 -0.02
C 9.904 -2.524 1.425 -0.57
N 10.828 -1.581 1.095 0.16
C 10.087 -3.185 2.760 -0.01
H 11.601 -1.319 1.690 0.10
H 10.725 -1.121 0.200 0.11
H 10.214 -4.261 2.611 0.09
H 9.201 -3.002 3.375 0.09
H 10.964 -2.799 3.287 0.05
O 10.819 -0.911 4.323 0.01
C 10.361 0.002 5.000 -0.57
N 10.087 1.214 4.446 0.16
C 10.068 -0.133 6.467 0.00
H 9.709 1.996 4.963 0.10
H 10.276 1.329 3.459 0.11
H 10.992 -0.382 6.994 0.09
H 9.335 -0.931 6.612 0.09
H 9.664 0.793 6.886 0.07
O 9.275 -5.564 -1.515 0.02
C 10.494 -5.596 -1.642 -0.57
N 11.091 -6.531 -2.431 0.15
C 11.415 -4.630 -0.955 0.00
H 12.090 -6.597 -2.566 0.10
H 10.491 -7.193 -2.904 0.11
H 11.284 -4.720 0.127 0.08
H 11.168 -3.614 -1.272 0.09
H 12.463 -4.827 -1.197 0.07

10
Properties=species:S:1:pos:R:3:lowdin_charge:R:1 method="wB97M-V/def2-TZVPD" smiles=C#CC(S)(S)S gap_ev=9.834 e_lumo_ev=0.39 charge=0 spin_multiplicity=1 e_tot_ha=-1311.1274 relative_energy_kcal_mol=89.5 homo_ev=-9.443
C 2.216 -0.087 -0.128 0.03
C 1.070 0.060 -0.417 -0.20
C -0.653 0.049 -0.064 -1.59
S -1.297 -1.605 0.132 0.68
S -0.608 0.854 1.588 0.68
S -1.493 0.970 -1.244 0.68
H 3.277 -0.158 -0.285 0.03
H -1.220 -2.088 -1.126 -0.11
H -0.043 -0.205 2.126 -0.14
H -1.247 2.209 -0.581 -0.07